Record 1
Molecular formula: C87H192N8O13
Method: DFT, ωB97M-V/def2-TZVPD

- DFT total energy: -4845.71455 Eh
- Highest occupied orbital energy: -8.464 eV

Each line ends with the Löwdin charge.
Atoms and positions in Å:
1 C 20.945 9.975 13.480  -0.044
2 C 20.419 10.927 14.568  -0.515
3 C 21.566 11.933 14.881  -0.153
4 C 21.186 13.069 15.773  -0.188
5 C 19.961 13.802 15.172  -0.097
6 C 18.753 12.821 14.933  -0.486
7 N 19.276 11.724 14.092  -0.056
8 O 18.128 10.909 13.794  -0.046
9 C 18.090 12.454 16.256  -0.019
10 C 17.703 13.599 14.159  -0.038
11 C 20.219 10.054 15.789  -0.027
12 H 20.959 10.326 12.439  0.088
13 H 20.419 9.014 13.566  0.075
14 H 21.950 9.626 13.772  0.087
15 H 22.439 11.400 15.272  0.120
16 H 21.866 12.311 13.844  0.142
17 H 22.032 13.713 15.841  0.093
18 H 21.028 12.647 16.777  0.112
19 H 20.255 14.306 14.240  0.084
20 H 19.598 14.615 15.858  0.111
21 H 17.527 11.518 16.300  0.102
22 H 18.855 12.457 17.018  0.058
23 H 17.519 13.322 16.595  0.063
24 H 17.408 14.531 14.746  0.082
25 H 18.129 13.920 13.223  0.062
26 H 16.812 12.990 13.975  0.071
27 H 19.754 10.661 16.523  0.050
28 H 21.117 9.662 16.180  0.080
29 H 19.534 9.276 15.517  0.082
30 H 17.943 11.092 12.840  0.122
31 C 21.850 20.827 22.471  -0.048
32 C 21.116 21.681 21.467  -0.541
33 C 21.910 22.970 21.427  -0.139
34 C 21.658 23.972 20.256  -0.173
35 C 21.742 23.250 18.952  -0.144
36 C 20.823 22.005 18.941  -0.457
37 N 21.132 21.102 20.151  -0.034
38 O 20.114 20.041 20.168  -0.068
39 C 19.322 22.455 18.929  -0.017
40 C 21.135 21.242 17.672  -0.042
41 C 19.672 22.057 22.037  -0.020
42 H 21.315 19.951 22.814  0.054
43 H 21.954 21.282 23.446  0.088
44 H 22.791 20.513 22.095  0.076
45 H 21.787 23.499 22.388  0.127
46 H 22.995 22.707 21.268  0.134
47 H 22.314 24.783 20.391  0.094
48 H 20.626 24.349 20.335  0.100
49 H 22.753 22.938 18.805  0.119
50 H 21.337 23.858 18.192  0.107
51 H 18.641 21.621 19.151  0.077
52 H 19.133 23.273 19.573  0.038
53 H 19.133 22.753 17.841  0.101
54 H 21.956 20.565 17.846  0.063
55 H 20.297 20.599 17.294  0.083
56 H 21.347 21.948 16.865  0.076
57 H 19.633 22.065 23.199  0.106
58 H 18.904 21.238 21.800  0.079
59 H 19.290 23.007 21.646  0.056
60 H 20.638 19.207 20.029  0.078
61 C 12.072 14.167 22.085  -0.026
62 C 10.744 14.952 22.113  -0.511
63 C 11.023 16.417 22.232  -0.156
64 C 11.531 16.994 20.889  -0.165
65 C 10.589 16.790 19.690  -0.135
66 C 10.239 15.319 19.502  -0.482
67 N 9.806 14.865 20.975  -0.058
68 O 9.487 13.459 20.879  -0.060
69 C 8.920 15.173 18.801  -0.053
70 C 11.313 14.422 18.998  -0.030
71 C 9.793 14.621 23.379  -0.014
72 H 12.674 14.354 23.089  0.129
73 H 12.723 14.513 21.259  0.041
74 H 11.807 13.148 22.094  0.064
75 H 10.100 16.940 22.565  0.127
76 H 11.797 16.505 23.011  0.110
77 H 12.585 16.637 20.641  0.116
78 H 11.604 18.090 20.894  0.093
79 H 11.090 17.088 18.771  0.098
80 H 9.705 17.451 19.855  0.134
81 H 8.686 14.149 18.583  0.070
82 H 8.126 15.647 19.406  0.096
83 H 8.938 15.658 17.792  0.100
84 H 11.383 14.342 17.887  0.071
85 H 12.244 14.812 19.393  0.060
86 H 11.146 13.433 19.366  0.084
87 H 8.965 15.292 23.406  0.065
88 H 10.324 14.785 24.299  0.068
89 H 9.498 13.592 23.418  0.062
90 H 8.541 13.417 20.967  0.091
91 C 19.510 22.392 9.289  -0.045
92 C 19.337 22.015 10.800  -0.508
93 C 20.269 20.840 11.082  -0.159
94 C 20.463 20.642 12.525  -0.222
95 C 20.915 21.876 13.262  -0.124
96 C 20.029 23.180 13.116  -0.543
97 N 19.897 23.163 11.603  -0.032
98 O 18.899 24.243 11.394  -0.075
99 C 18.789 23.098 13.961  -0.029
100 C 20.736 24.424 13.438  -0.059
101 C 17.909 21.545 11.037  -0.029
102 H 20.502 22.930 9.307  0.091
103 H 18.635 23.029 8.888  0.104
104 H 19.716 21.564 8.613  0.071
105 H 19.932 19.892 10.702  0.116
106 H 21.257 21.124 10.689  0.132
107 H 21.286 19.984 12.806  0.119
108 H 19.587 20.298 13.026  0.077
109 H 21.859 22.146 12.867  0.100
110 H 21.060 21.708 14.358  0.119
111 H 18.329 22.101 13.996  0.069
112 H 19.059 23.363 15.017  0.094
113 H 18.108 23.818 13.458  0.091
114 H 21.398 24.746 12.614  0.100
115 H 20.085 25.221 13.551  0.051
116 H 21.328 24.266 14.421  0.122
117 H 17.219 22.317 11.335  0.066
118 H 17.930 20.785 11.895  0.088
119 H 17.475 21.045 10.156  0.091
120 H 19.373 24.800 10.752  0.101
121 C 10.116 19.784 15.161  -0.009
122 C 11.196 19.554 14.100  -0.554
123 C 10.627 19.809 12.729  -0.142
124 C 10.473 21.326 12.460  -0.160
125 C 11.835 22.018 12.510  -0.127
126 C 12.587 21.651 13.828  -0.490
127 N 12.454 20.208 14.180  -0.089
128 O 13.123 19.880 15.330  -0.057
129 C 14.035 21.976 13.715  -0.038
130 C 11.958 22.623 14.881  -0.026
131 C 11.536 18.066 14.155  -0.027
132 H 9.784 20.788 15.337  0.059
133 H 10.477 19.406 16.143  0.085
134 H 9.264 19.182 14.800  0.100
135 H 11.236 19.315 11.986  0.114
136 H 9.671 19.228 12.606  0.135
137 H 9.772 21.756 13.243  0.118
138 H 9.941 21.413 11.514  0.105
139 H 11.691 23.107 12.405  0.124
140 H 12.513 21.737 11.695  0.119
141 H 14.029 23.023 13.368  0.096
142 H 14.542 22.030 14.681  0.073
143 H 14.536 21.315 12.996  0.094
144 H 12.262 23.715 14.840  0.109
145 H 10.889 22.670 14.842  0.047
146 H 12.219 22.235 15.917  0.076
147 H 10.744 17.372 13.857  0.098
148 H 11.839 17.813 15.144  0.043
149 H 12.434 17.948 13.532  0.071
150 H 12.649 20.099 16.163  0.067
151 C 13.263 10.005 14.923  -0.017
152 C 13.529 10.972 13.766  -0.518
153 C 12.557 10.791 12.670  -0.151
154 C 11.082 11.134 13.097  -0.162
155 C 11.015 12.552 13.694  -0.142
156 C 12.113 12.894 14.684  -0.507
157 N 13.424 12.426 14.193  -0.051
158 O 14.388 12.579 15.240  -0.042
159 C 12.299 14.421 14.789  -0.033
160 C 11.724 12.395 16.067  -0.041
161 C 14.952 10.862 13.188  -0.028
162 H 12.190 10.067 15.274  0.076
163 H 13.778 10.371 15.864  0.097
164 H 13.636 9.012 14.768  0.077
165 H 12.771 11.382 11.764  0.130
166 H 12.442 9.757 12.423  0.112
167 H 10.559 10.368 13.705  0.105
168 H 10.517 11.128 12.105  0.122
169 H 10.067 12.907 14.010  0.107
170 H 11.163 13.199 12.805  0.124
171 H 11.353 15.033 14.807  0.101
172 H 12.806 14.721 15.698  0.039
173 H 12.859 14.822 13.965  0.075
174 H 11.070 13.149 16.607  0.079
175 H 11.064 11.517 16.032  0.077
176 H 12.543 12.085 16.702  0.078
177 H 14.933 11.701 12.500  0.081
178 H 15.066 9.945 12.563  0.105
179 H 15.744 10.978 13.890  0.042
180 H 14.710 13.462 15.240  0.035
181 C 23.400 15.749 18.459  -0.041
182 C 22.166 16.630 18.553  -0.506
183 C 20.908 15.802 18.331  -0.146
184 C 20.372 15.052 19.520  -0.169
185 C 20.348 15.916 20.769  -0.122
186 C 21.731 16.546 21.081  -0.462
187 N 21.971 17.369 19.853  -0.046
188 O 23.240 18.067 20.133  -0.044
189 C 21.576 17.428 22.332  -0.027
190 C 22.905 15.530 21.263  -0.016
191 C 22.172 17.720 17.502  -0.034
192 H 24.270 16.136 18.987  0.074
193 H 23.812 15.795 17.399  0.111
194 H 23.351 14.731 18.912  0.080
195 H 20.145 16.513 17.947  0.109
196 H 21.091 15.098 17.519  0.094
197 H 21.111 14.204 19.668  0.126
198 H 19.431 14.569 19.243  0.094
199 H 20.161 15.221 21.597  0.120
200 H 19.525 16.595 20.726  0.095
201 H 22.418 18.069 22.468  0.060
202 H 20.751 18.104 22.196  0.050
203 H 21.416 16.791 23.212  0.098
204 H 22.755 15.006 22.238  0.103
205 H 22.927 14.762 20.545  0.020
206 H 23.837 16.078 21.219  0.084
207 H 22.145 17.241 16.550  0.068
208 H 23.082 18.376 17.555  0.106
209 H 21.293 18.358 17.641  0.064
210 H 23.011 18.967 19.920  0.066
211 C 15.254 15.501 16.612  -0.012
212 C 15.046 16.945 17.200  -0.447
213 C 15.717 17.026 18.546  -0.159
214 C 17.203 17.074 18.639  -0.155
215 C 17.631 18.249 17.794  -0.102
216 C 17.135 18.080 16.279  -0.450
217 N 15.651 18.004 16.344  -0.070
218 O 15.163 17.900 15.044  -0.054
219 C 17.523 19.411 15.660  -0.017
220 C 17.848 16.922 15.617  -0.010
221 C 13.554 17.246 17.216  -0.007
222 H 14.374 14.819 16.843  0.085
223 H 16.052 14.863 16.949  0.054
224 H 15.237 15.579 15.522  0.067
225 H 15.201 17.889 18.954  0.116
226 H 15.378 16.284 19.197  0.079
227 H 17.627 16.118 18.398  0.094
228 H 17.361 17.342 19.717  0.117
229 H 18.730 18.402 17.615  0.109
230 H 17.296 19.136 18.243  0.094
231 H 17.500 19.460 14.576  0.067
232 H 16.941 20.301 16.015  0.111
233 H 18.539 19.462 15.864  0.046
234 H 18.843 17.215 15.516  0.067
235 H 17.859 16.043 16.278  0.075
236 H 17.360 16.810 14.713  0.048
237 H 13.106 17.053 16.277  0.039
238 H 13.444 18.319 17.483  0.084
239 H 12.994 16.610 17.965  0.092
240 H 14.568 18.679 14.955  0.093
241 C 19.971 15.482 11.586  -0.057
242 C 19.771 16.468 12.714  -0.517
243 C 21.034 16.703 13.483  -0.047
244 O 19.426 17.794 12.251  -0.094
245 H 19.038 15.135 11.109  0.071
246 H 20.540 14.588 11.756  0.064
247 H 20.431 16.120 10.761  0.107
248 H 18.880 16.144 13.250  0.093
249 H 21.683 17.084 12.679  0.098
250 H 21.339 15.747 13.858  0.047
251 H 20.838 17.485 14.274  0.094
252 H 18.447 17.959 12.317  0.058
253 C 14.644 12.719 20.155  -0.036
254 C 15.556 13.528 21.065  -0.477
255 C 17.049 13.207 20.754  -0.036
256 O 15.240 14.879 20.839  -0.077
257 H 13.639 13.012 20.351  0.033
258 H 14.749 11.689 20.433  0.085
259 H 14.866 13.011 19.174  0.065
260 H 15.339 13.216 22.123  0.144
261 H 17.136 12.100 20.782  0.088
262 H 17.776 13.645 21.404  0.048
263 H 17.251 13.570 19.716  0.078
264 H 15.882 15.437 21.266  0.018
265 C 15.752 15.702 12.110  -0.028
266 C 15.841 17.162 11.708  -0.467
267 C 14.476 17.722 11.714  -0.072
268 O 16.698 18.012 12.485  -0.078
269 H 15.220 15.594 13.099  0.093
270 H 16.756 15.366 12.245  0.043
271 H 15.203 15.281 11.305  0.078
272 H 16.243 17.153 10.671  0.155
273 H 13.774 17.136 11.114  0.092
274 H 14.331 18.746 11.364  0.088
275 H 14.058 17.612 12.727  0.053
276 H 16.292 18.236 13.350  0.066
277 C 13.154 20.912 20.143  -0.062
278 C 13.043 21.401 18.711  -0.439
279 C 14.362 21.256 17.946  -0.067
280 O 12.095 20.513 18.007  -0.103
281 H 12.406 21.406 20.843  0.097
282 H 14.118 21.308 20.539  0.079
283 H 13.204 19.780 20.194  0.087
284 H 12.690 22.435 18.619  0.139
285 H 14.917 20.257 18.016  0.087
286 H 15.080 22.050 18.335  0.100
287 H 14.284 21.426 16.845  0.054
288 H 11.367 21.044 17.696  0.067
289 C 14.999 17.162 23.315  -0.038
290 C 16.241 17.440 22.531  -0.428
291 C 17.101 18.589 23.114  -0.025
292 O 17.059 16.201 22.414  -0.095
293 H 15.269 16.925 24.302  0.074
294 H 14.385 16.362 22.866  0.080
295 H 14.507 18.084 23.374  0.074
296 H 16.072 17.712 21.503  0.109
297 H 16.741 18.902 24.101  0.082
298 H 16.930 19.404 22.411  0.069
299 H 18.171 18.374 23.028  0.076
300 H 17.045 15.861 23.334  0.111

Atoms 1-2, force components in eV/Å:
0.1 -0.9 0.2
1.5 0.0 -0.2

Record 2
Molecular formula: C15H20N2O4
Method: DFT, ωB97M-V/def2-TZVPD

- DFT total energy: -994.12066 Eh
- Highest occupied orbital energy: -8.987 eV
- SMILES: CCCCNC(=O)COC(=O)c1ccc(NC(C)=O)cc1

Each line ends with the Löwdin charge.
Atoms and positions in Å:
1 C -0.772 -2.526 -1.548  -0.109
2 C -2.053 -1.837 -1.094  -0.262
3 C -2.612 -2.468 0.180  -0.199
4 C -3.847 -1.732 0.700  -0.179
5 N -3.529 -0.361 1.026  0.062
6 C -4.097 0.699 0.423  -0.474
7 O -5.079 0.648 -0.281  0.076
8 C -3.376 2.015 0.747  -0.050
9 O -1.976 1.774 0.836  -0.020
10 C -1.162 2.489 0.032  -0.435
11 O -1.536 3.417 -0.640  0.122
12 C 0.229 1.991 0.071  -0.128
13 C 1.220 2.748 -0.555  -0.004
14 C 2.523 2.305 -0.577  -0.012
15 C 2.867 1.088 0.017  -0.210
16 N 4.199 0.689 -0.045  0.117
17 C 4.784 -0.456 0.434  -0.507
18 C 6.269 -0.497 0.147  0.000
19 O 4.193 -1.332 1.017  0.076
20 C 1.878 0.328 0.640  0.007
21 C 0.576 0.780 0.666  -0.002
22 H -0.397 -2.068 -2.460  0.070
23 H -0.001 -2.444 -0.785  0.065
24 H -0.953 -3.581 -1.741  0.071
25 H -2.804 -1.898 -1.883  0.116
26 H -1.846 -0.778 -0.919  0.094
27 H -1.840 -2.464 0.956  0.110
28 H -2.880 -3.508 -0.013  0.115
29 H -4.632 -1.700 -0.058  0.122
30 H -4.237 -2.237 1.591  0.119
31 H -2.690 -0.203 1.564  0.134
32 H -3.582 2.750 -0.036  0.132
33 H -3.728 2.402 1.709  0.143
34 H 0.942 3.681 -1.019  0.122
35 H 3.286 2.898 -1.061  0.112
36 H 4.809 1.341 -0.521  0.142
37 H 6.447 -0.457 -0.926  0.084
38 H 6.767 0.348 0.618  0.084
39 H 6.683 -1.420 0.543  0.085
40 H 2.141 -0.612 1.096  0.101
41 H -0.183 0.185 1.148  0.109

Atoms 1-2, force components in eV/Å:
-0.2 0.2 0.0
0.1 -0.2 0.2

Record 3
Molecular formula: C24H42Cl3GaN4O3SSi
Method: DFT, ωB97M-V/def2-TZVPD

- DFT total energy: -5377.70255 Eh
- Highest occupied orbital energy: -7.825 eV

Each line ends with the Löwdin charge.
Atoms and positions in Å:
1 C 3.140 -1.809 -1.763  -0.052
2 C 3.184 -0.317 -1.679  -0.225
3 H 3.526 -2.173 -2.718  0.065
4 H 2.103 -2.156 -1.661  0.008
5 H 3.718 -2.261 -0.940  0.098
6 C 3.807 0.481 -2.560  -0.115
7 C 4.522 0.007 -3.778  -0.103
8 H 3.868 1.553 -2.374  0.097
9 H 4.229 -1.002 -4.085  0.059
10 H 5.609 0.019 -3.630  0.077
11 H 4.304 0.670 -4.622  0.067
12 Ga -0.345 -0.237 0.674  -0.281
13 Cl 0.909 -0.963 2.365  0.224
14 Cl -1.716 -1.617 -0.447  0.352
15 H -5.072 0.460 3.582  0.098
16 H -4.594 -1.891 4.670  0.097
17 C -4.746 0.008 2.637  -0.004
18 C -4.264 -2.209 3.670  -0.025
19 N -3.788 -1.059 2.911  -0.156
20 H -4.305 0.772 1.991  0.101
21 C -2.527 -0.994 2.519  -0.294
22 O -2.071 0.024 1.897  -0.219
23 H -3.443 -2.929 3.769  0.093
24 H -1.869 -1.833 2.780  0.115
25 H -5.629 -0.423 2.154  0.099
26 H -5.107 -2.679 3.144  0.100
27 H 0.638 -0.637 -3.270  0.086
28 H 1.380 1.948 -4.042  0.077
29 C -0.367 -0.258 -3.505  -0.044
30 C 0.293 2.013 -4.196  -0.070
31 N -0.411 1.171 -3.245  -0.182
32 H -1.089 -0.773 -2.864  0.041
33 C -1.325 1.719 -2.382  -0.353
34 O -2.101 1.094 -1.663  -0.078
35 H -0.023 3.054 -4.046  0.085
36 H -1.288 2.833 -2.379  0.132
37 H -0.565 -0.451 -4.572  0.090
38 H 0.078 1.699 -5.230  0.089
39 O 1.027 -0.138 -0.730  -0.292
40 C 2.360 0.236 -0.515  -0.395
41 C 2.188 2.762 -1.028  -0.102
42 C 2.587 1.718 -0.190  -0.230
43 H 1.559 2.542 -1.897  0.097
44 C 2.640 4.061 -0.783  -0.091
45 H 2.764 -0.324 0.348  0.100
46 C 3.318 1.992 0.964  -0.036
47 H 2.393 4.853 -1.493  0.104
48 C 3.457 4.317 0.318  -0.128
49 C 3.754 3.291 1.217  -0.094
50 H 3.597 1.152 1.609  0.118
51 H 3.896 5.307 0.437  0.100
52 H 4.400 3.471 2.075  0.100
53 Si -1.488 -4.784 -0.598  0.126
54 Cl 0.435 -4.018 -1.030  0.318
55 C -2.873 -4.267 -1.771  -0.244
56 C -1.581 -4.763 1.277  -0.227
57 C -1.475 -6.654 -1.032  -0.234
58 H -2.819 -3.242 -2.152  -0.019
59 H -3.843 -4.383 -1.269  0.034
60 H -2.880 -4.946 -2.640  0.029
61 H -1.570 -6.813 -2.117  0.022
62 H -2.321 -7.160 -0.536  0.031
63 H -0.547 -7.143 -0.711  0.021
64 H -1.378 -3.779 1.714  -0.013
65 H -0.824 -5.464 1.665  0.040
66 H -2.564 -5.113 1.622  0.029
67 C 0.499 5.002 2.150  -0.015
68 N -0.057 3.891 2.906  -0.119
69 C -0.312 3.923 4.265  -0.048
70 C -0.836 2.712 4.598  -0.065
71 N -0.877 1.970 3.446  0.078
72 C -0.403 2.677 2.384  -0.632
73 S -0.278 2.232 0.761  0.885
74 H 1.570 4.850 1.950  0.075
75 H -0.031 5.106 1.195  0.090
76 H 0.371 5.907 2.760  0.095
77 H -0.095 4.811 4.837  0.120
78 H -1.170 2.324 5.547  0.116
79 H -1.259 1.031 3.333  0.107

Atoms 1-2, force components in eV/Å:
-0.3 -0.3 -0.1
-0.2 1.1 -0.4

- The highest DFT total energy belongs to which entry?
  C15H20N2O4